w) Entry from OMol25: a 2-piece molecular cluster, C6H15NO2 overall (ωB97M-V with the def2-TZVPD basis set).

As for the total charge: 0. The calculation puts the frontier orbital gap at 0.37008 Eh.

Last column: Löwdin charge in e.
Geometry (Å):
C: -0.95936 -0.91277 1.81140  0.0122
C: -0.02001 -1.27203 0.70468  -0.4244
N: 0.36758 -0.26829 -0.33902  -0.0810
C: 1.68828 -0.67108 -1.00845  -0.0374
C: 1.15941 1.62032 1.12440  -0.0598
C: 0.18646 1.11137 0.07530  -0.4435
C: 0.23909 2.20447 -1.02790  -0.0587
O: 0.45932 -2.38715 0.52843  0.0429
H: -0.57190 -0.01314 2.25837  0.0587
H: -0.65442 -1.64092 2.65112  0.1302
H: -1.94746 -1.04718 1.72896  0.0448
H: 2.05971 0.05479 -1.86046  0.1240
H: 1.61491 -1.70300 -1.40758  0.0769
H: 2.34964 -0.87318 -0.18043  0.0676
H: 1.13858 0.85329 1.92778  0.0842
H: 2.23394 1.73219 0.86961  0.0970
H: 0.89419 2.61489 1.22353  0.0526
H: -0.84417 1.06862 0.32246  0.1017
H: 0.23765 1.70890 -1.97027  0.0550
H: -0.38189 2.99956 -1.22855  0.0321
H: 1.22504 2.93738 -0.91891  0.1369
H: -2.23795 -0.72493 -1.72673  0.0208
H: -2.32573 0.62154 -1.04008  0.0210
O: -2.85012 -0.01191 -1.57247  -0.0539

=====

x) Entry from OMol25: a 3-piece molecular cluster, C6H15NO2 overall (ωB97M-V with the def2-TZVPD basis set).

As for the total charge: 0. The calculation puts the frontier orbital gap at 0.33305 Eh.

Last column: Löwdin charge in e.
Geometry (Å):
C: -1.57989 1.59346 -0.04439  -0.4547
C: -1.42898 0.94099 -1.37451  -0.0129
C: -1.19228 1.02885 1.13328  -0.0094
O: 1.11773 2.25410 0.22894  -0.1617
O: -2.01213 2.86664 -0.13154  0.0674
H: -2.03526 3.27176 0.74331  0.1173
H: 1.79903 2.70893 0.73020  0.0168
H: -1.03995 -0.06787 -1.27388  0.0566
H: -0.74980 1.52718 -1.99251  0.0959
H: -2.40208 0.91069 -1.86823  0.0914
H: -1.51379 1.47244 2.06642  0.0741
H: 0.37250 1.69040 0.79592  0.0496
H: -1.02606 -0.03604 1.16294  0.0565
C: 2.00322 -1.01242 0.34377  -0.0535
C: 0.88890 -1.94268 -0.03253  -0.4996
N: 0.56863 -1.92298 -1.38884  0.0735
C: 0.19250 -2.65086 0.85755  0.0009
H: 1.32626 -1.67461 -2.00599  0.0910
H: 0.02946 -2.71010 -1.71659  0.0916
H: 1.81762 -0.01430 -0.05293  0.0544
H: 2.10549 -0.94919 1.42368  0.0796
H: 2.94747 -1.37025 -0.07094  0.0809
H: -0.60682 -3.31132 0.55870  0.0471
H: 0.41824 -2.60281 1.90816  0.0474

=====

y) Entry from OMol25: a 2-piece molecular cluster, C6H15NO2 overall (ωB97M-V with the def2-TZVPD basis set).

As for the total charge: 0. The calculation puts the frontier orbital gap at 0.32173 Eh.

Last column: Löwdin charge in e.
Geometry (Å):
C: -0.27282 -0.62074 -0.37299  -0.4938
C: 0.92303 -0.07826 0.97763  -0.3060
C: -0.41329 0.69220 -0.99994  -0.4681
C: 0.41007 -1.70933 -1.17817  -0.0225
C: 0.27166 -0.03839 2.34882  -0.0636
C: -1.39272 1.68585 -0.42263  -0.0538
N: 0.65715 1.29726 -1.64240  0.0817
O: -1.34930 -1.17432 0.32252  -0.0096
O: 2.02163 -0.95059 0.98759  -0.0622
H: -2.17443 -0.73131 0.06908  0.0945
H: 1.68246 -1.83413 1.18670  0.0878
H: 1.38920 0.89486 0.80901  0.1197
H: -1.26152 -0.03883 -2.01146  0.1976
H: 1.40353 0.70004 -1.96321  0.0862
H: 1.02295 2.13112 -1.20825  0.0928
H: 1.26695 -1.34182 -1.73964  0.0812
H: -0.30391 -2.14992 -1.86950  0.0847
H: 0.72111 -2.50818 -0.50507  0.0823
H: 1.03309 0.15129 3.11179  0.0814
H: -0.19495 -0.99149 2.60649  0.0780
H: -0.45455 0.76884 2.40448  0.0716
H: -1.90204 2.16130 -1.26093  0.0830
H: -0.90102 2.44970 0.17849  0.0836
H: -2.18228 1.23484 0.17160  0.0735

=====

What should be chosen as the least stable of them? Choose y).